C25H38N4Rb | the ωB97M-V functional and the def2-TZVPD basis

```
68
C25H38N4Rb | OMol25 | the ωB97M-V functional and the def2-TZVPD basis
H -0.29129 -5.73886 0.31267
N -0.30479 -2.41176 -2.65243
H -2.92929 2.40104 -0.63073
H 3.37881 -0.10656 -1.88773
C 1.00491 0.65564 1.81417
H -2.21639 2.26954 0.99117
C 1.28911 -5.27796 -1.87523
H 1.94181 4.08614 -2.62523
N 2.44051 -0.10606 -0.03203
H -4.50679 -0.73356 1.54647
H -1.46809 -4.44406 0.07297
H -3.95219 1.94814 0.76137
C -3.35709 -1.48326 3.17207
H 0.96541 5.15764 -0.27703
H 1.71011 -1.86276 0.78507
H 3.48831 -1.76776 0.78897
H 3.41471 1.44854 -1.02423
H -1.01219 4.81854 -2.57013
H -4.61279 -0.05056 -0.52583
H 2.61391 -2.06796 -0.73063
H -0.76069 5.49634 -0.25933
C -2.09129 -1.56446 3.73287
C -1.15479 -5.74266 -2.28673
H -1.95079 -2.06106 4.68667
H 1.43531 -6.25976 -1.42553
C 3.49671 0.36644 -0.90513
H 0.79601 3.94144 -3.94253
C -2.94939 1.84204 0.30877
H 1.87671 2.50774 4.55217
H -0.17839 3.81644 -0.37303
C 1.99981 1.96804 3.61907
C -3.56489 -0.14216 -0.86143
C 0.00591 4.84534 -0.68683
H 0.21011 -4.04106 0.39687
H -0.05959 1.44864 3.51117
H 1.48131 6.55314 -2.19653
H -0.02869 -1.06616 3.54747
C 2.57381 -1.52646 0.21737
C -1.13159 -0.32436 1.85797
C 0.47861 6.37004 -2.58413
C -3.50889 -0.82926 1.95717
N -0.07119 0.14854 1.18347
C 0.02561 4.93544 -2.21603
N -2.61229 0.45284 0.05467
C -2.43659 -0.26786 1.29177
Rb 0.15361 0.85524 -1.60183
C -0.43979 -4.74666 -0.11183
H -0.98449 -5.81566 -3.36043
H 0.50911 6.50734 -3.66543
C 3.24751 1.89604 3.01967
H -3.49179 0.35774 -1.83543
H 2.00981 -4.58606 -1.44333
C 3.37231 1.21754 1.81607
H -2.17439 -5.39946 -2.12423
H -3.33049 -1.19916 -0.99013
H -0.19229 7.12494 -2.16073
H -4.21349 -1.91436 3.67357
H 1.48271 -5.34906 -2.94643
C -0.25869 -3.46576 -2.18733
C 2.29191 0.61354 1.20477
C 0.91211 1.36044 3.03897
C -1.01289 -0.99696 3.10007
C -0.14729 -4.79476 -1.61683
H 4.35091 1.14964 1.35887
C 0.88141 3.83984 -2.84413
H 4.11011 2.36604 3.47357
H -1.06269 -6.73706 -1.85063
H 4.50921 0.11564 -0.54063
```

Summary:
- frontier orbital gap (eV) = 4.22
- LUMO level (eV) = 2.04
- net charge = -1
- DFT total energy (hartree) = -1218.4782

C3H3GaO3 | the ωB97M-V functional and the def2-TZVPD basis

```
10
C3H3GaO3 | OMol25 | the ωB97M-V functional and the def2-TZVPD basis
O 0.30538 -1.06596 -0.26523
O -1.41497 1.09129 -1.30449
O 2.23904 -0.58026 -1.15038
H -0.93585 -0.77278 1.36311
C -0.51091 -0.19588 0.53071
H -2.60827 0.25865 0.12496
C -1.58676 0.53391 -0.22514
C 1.46545 -0.42184 -0.18660
Ga 3.30184 0.26101 0.17259
H -0.25495 0.89186 0.94046
```

Summary:
- frontier orbital gap (spin up / spin down) (eV) = 8.51 / 5.10
- LUMO level (spin up / spin down) (eV) = -5.58 / -8.96
- net charge = +1
- multiplicity = 2
- DFT total energy (hartree) = -2266.1729

C44H62GeLiNO2PSSeSi3Te | the ωB97M-V functional and the def2-TZVPD basis

```
118
C44H62GeLiNO2PSSeSi3Te | OMol25 | the ωB97M-V functional and the def2-TZVPD basis
H 4.31775 0.13215 4.47758
H 1.76503 -1.02255 -2.45469
C -0.81025 -2.53739 -3.30484
O 1.84373 0.19017 -0.29709
C 0.49906 -0.83149 3.56240
H 1.58521 4.68508 2.72044
C 3.96702 0.01473 2.37357
H 4.16141 -2.81609 0.52020
H 2.08312 2.38525 3.33174
H 4.43548 -3.61974 -4.58038
H -1.69786 -5.66651 0.02840
C 4.97542 -1.83478 -1.75931
C 3.92017 -0.80894 1.25003
H -0.41851 -3.55504 -3.36309
H -4.99352 -3.04647 0.35763
C 1.27553 -4.37580 -0.61856
H 4.92512 -2.25150 4.68436
C 5.58387 1.54371 -0.14607
H -2.63872 -4.89031 -1.91112
C -3.99767 -0.65848 2.09140
H -4.40812 -0.24652 1.17077
C 4.33621 -0.49992 3.60160
H -2.20592 7.05400 2.44979
C 0.92021 -0.24688 -7.17572
H 2.02904 -3.58918 -0.68397
C 5.23307 -2.68281 -2.82030
H -2.76707 1.53125 -0.25230
C 4.31774 1.32478 -0.67828
H -1.20466 -2.26410 -4.28618
H 4.84130 -3.72441 2.70361
Te 0.10735 1.58586 -3.05328
H 3.11470 3.47098 1.23216
H -4.00318 2.03658 0.90048
C 2.98439 -2.37062 -3.62294
H 7.30994 2.81340 -0.13707
C -4.40912 -3.48421 1.16739
C -2.49315 -2.90662 3.44900
H 0.74358 1.77244 2.36338
C 4.62021 -2.66938 2.60678
H 6.39797 4.35940 -1.83729
H -4.15234 -0.90928 -1.74026
H 1.56858 -4.83292 2.46601
C 2.10820 3.73737 0.89348
H -2.01580 -3.88358 3.37597
H 1.73358 -3.07103 2.32689
Li 0.11569 0.98244 0.00588
C 4.55911 3.27736 -2.05961
Ge -1.29467 -2.05924 0.21378
C 1.02055 -3.89279 2.34222
H 0.00727 -1.85215 -3.09755
C -1.88877 6.12478 1.99242
Si -3.08995 -2.27111 1.78423
S 1.68402 0.38768 -5.77267
C 2.72269 -1.51855 -2.55621
C -3.34603 3.61186 -0.42276
H -0.45116 -6.38438 1.05685
H 0.80860 -4.45418 -1.59956
C -2.34278 4.23502 0.52774
H 3.67522 1.05294 2.28893
H -2.81677 4.88851 -2.09116
H -1.12351 -0.53126 -7.80480
H -5.08843 -3.69200 1.99995
H 0.42252 2.76509 3.77365
Si -2.17266 -2.40218 -2.01591
H -1.87379 0.48754 -5.50038
C 4.23598 -2.15710 1.37547
C 1.09912 2.63391 2.92788
C -2.71915 5.42583 1.13212
C 3.80794 2.19020 -1.64520
H 1.49313 -0.61097 -8.01195
H 5.75530 -1.61827 -1.03816
H -4.28221 4.16430 -0.25691
H -3.70828 5.81804 0.90944
C 1.16301 3.89897 2.07955
C 6.33075 2.63620 -0.56376
C -1.04926 3.67336 0.77591
Se 0.97865 -1.10382 5.29482
H 2.82080 2.01631 -2.06597
H -4.82080 -0.82530 2.79285
H -4.43211 1.77951 -0.79837
C -3.17912 -3.99700 -2.22127
C -0.84287 0.35947 -5.79734
C -1.08058 -5.50111 0.90980
C 4.66999 -1.84279 3.71591
H -4.12307 -3.96838 -1.68011
H 2.17846 4.66470 0.32049
H -2.01719 3.31550 -2.11288
H 0.39792 -3.73492 3.22130
C 3.70945 -1.26727 -1.61408
H -3.75363 -1.14990 -3.45016
C 4.23186 -2.95548 -3.74933
Si 0.03999 -3.97894 0.74870
H 0.03601 6.09816 2.92906
H -3.34609 -2.99884 4.12864
H 6.21238 -3.13219 -2.92816
H -4.00180 -4.42930 0.81384
H 2.20810 -2.55983 -4.35136
H -3.71745 3.43232 -2.55396
H -1.74380 -5.41514 1.77018
H 5.98382 0.87468 0.60608
C -0.43533 -0.19091 -7.04212
C -2.94915 3.82472 -1.88130
C -3.33038 -0.99130 -2.45374
H 1.75159 2.96324 0.21651
H 4.14966 3.95153 -2.79991
C -0.21015 4.39413 1.68189
O -0.65298 2.57889 0.19260
H -3.39700 -4.09245 -3.28989
C 5.81673 3.50308 -1.51816
C -0.63935 5.58422 2.25012
C 0.19490 0.72218 -4.97545
H -1.76691 -2.22711 3.89224
C -3.65318 2.14902 -0.12531
P 3.29746 -0.11305 -0.28772
H 1.78761 -5.31820 -0.40282
N 0.14593 -0.69905 2.46415
H -3.32826 0.09044 2.51580
H -2.78766 -0.04555 -2.46142
```

Summary:
- frontier orbital gap (spin up / spin down) (eV) = 5.51 / 5.28
- LUMO level (spin up / spin down) (eV) = 3.89 / 3.64
- net charge = -2
- multiplicity = 2
- DFT total energy (hartree) = -8281.2653

Question: The highest net charge belongs to which entry?
Answer: C3H3GaO3